# 1
ORCA calculation (wB97M-V/def2-TZVPD) on a cluster of 5 separate species, C22H44N3O5 in total at a distorted geometry.

Output
Net charge ... +1
E_LUMO ... -3.1 eV
ΔE to the lowest compared entry with this formula, charge and spin ... 310.2 kJ/mol
M ... 430.610 Da

Structure (XYZ):
```
74
Properties=species:S:1:pos:R:3:forces:R:3
N -1.332499 -1.891483 2.289140 1.269 0.299 -0.734
O -6.590213 -1.481387 0.580658 -0.100 0.102 0.240
H 2.672207 0.906471 -5.372378 -0.112 0.023 0.057
C -0.766679 3.432184 -1.194241 -0.321 0.172 -0.061
H -9.197691 -0.365469 0.406080 0.036 0.061 0.003
C 2.612633 -0.116778 -4.987437 0.054 0.123 -0.253
H 4.616878 -2.120018 -4.119991 0.091 0.003 0.066
H 4.607029 0.821065 -3.332474 0.013 -0.050 0.045
H 0.768387 0.458302 3.087708 -0.369 -0.302 0.045
C -7.327132 -1.880874 1.747921 -0.088 -0.268 -0.230
H 1.754489 -3.156796 1.985166 0.751 0.829 -0.200
C 5.373553 0.823718 1.754410 0.017 -0.256 -0.025
C 4.123693 1.780078 0.032879 0.089 0.049 -0.359
H 1.908615 -2.380314 -0.521136 0.204 0.419 0.812
H -6.638581 -2.265384 2.503658 0.033 0.020 -0.052
H 3.220774 1.433364 -0.475983 0.065 -0.075 -0.040
H 3.634653 3.599015 1.144274 -0.006 -0.056 -0.012
C 5.052067 2.254364 2.145821 0.255 0.172 0.076
C 4.187224 -0.184739 -3.235752 0.229 0.163 0.074
C 0.439260 -0.847513 1.403876 -1.219 -2.471 -2.712
O 0.405055 1.985027 -2.663878 -0.255 0.214 0.385
H 5.679098 -0.820945 -4.700753 -0.064 -0.029 -0.092
C 0.193929 3.374358 -2.367786 0.285 0.072 -0.144
C -8.091624 -0.659880 2.224535 0.136 0.118 0.351
N -3.762767 -2.236675 2.152367 1.337 -0.004 -0.017
O 1.402053 -0.593913 0.465344 0.017 0.190 2.315
C 2.691094 -0.140110 -3.472298 -0.226 -0.076 0.269
H 1.163450 3.813471 -2.108829 -0.040 0.084 -0.008
H 0.469116 2.305681 0.158398 0.001 -0.027 -0.006
H 2.197467 0.713940 -3.007512 0.046 -0.071 -0.158
H -7.224905 -0.205170 -0.926608 0.081 -0.094 0.036
C 2.317177 -1.737121 0.300170 1.254 -0.898 0.018
H 1.699733 -0.578551 -5.368227 0.088 -0.017 -0.073
H -3.776522 -1.866343 1.194606 -0.512 -0.281 0.470
H -6.294218 0.544267 0.386860 -0.050 0.073 -0.037
H 4.702577 2.395059 -0.663489 -0.102 0.055 -0.011
H -0.192797 3.882535 -3.252103 0.060 -0.101 -0.023
H 5.865908 2.917178 1.840116 -0.034 -0.036 0.049
H 4.825996 0.107334 2.378824 0.057 0.002 0.106
H -1.229480 1.800686 0.201550 -0.016 0.000 -0.045
C -0.429130 2.154807 -0.451401 0.218 -0.109 0.292
H -4.475100 -2.966218 2.255985 0.244 0.501 -0.220
H -0.565854 -2.489189 0.203834 -0.393 0.387 1.102
H 0.591316 0.430082 -1.312180 0.004 0.074 -0.174
H -2.249249 -3.630578 1.565924 0.353 0.807 0.901
H -2.500512 -3.427883 3.339024 0.535 0.790 -0.593
C 4.661778 -1.057366 -4.384359 -0.008 -0.245 -0.154
C 3.817994 2.537512 1.311790 -0.270 0.016 0.043
C -7.067462 -0.195771 0.153201 0.269 0.112 -0.108
H 3.441496 -3.245788 1.395787 -0.676 0.939 0.411
H -8.008492 -2.685903 1.454039 -0.005 -0.013 0.098
H -8.541421 1.143002 1.056073 0.036 -0.047 -0.016
C -0.126757 1.198745 -1.591338 -0.139 -0.186 -0.372
H -1.293407 -0.768743 4.173948 0.213 -0.285 -1.095
H -0.650764 4.334446 -0.593350 0.013 -0.028 -0.052
O 3.754834 -0.836167 -5.471090 -0.037 0.078 0.326
H 2.933512 2.109627 1.798198 -0.027 0.026 -0.030
H 2.227074 -1.055858 -3.087270 -0.014 -0.005 -0.035
C -2.439741 -2.865214 2.375500 -1.736 -1.257 -0.305
C -0.528483 -1.876625 1.124504 1.745 3.221 2.233
H 3.314926 -1.347152 -0.053454 -1.288 0.109 0.301
H 2.932511 -1.766906 2.408207 -0.212 -0.978 -0.604
H 4.466500 -0.578656 -2.256888 0.059 0.030 -0.036
C 2.611836 -2.519305 1.634684 -0.064 -0.083 -0.838
H -1.798886 3.391026 -1.553420 0.048 0.032 0.024
H 4.896968 2.377987 3.217977 0.033 -0.024 -0.041
H -7.458165 -0.054096 2.879432 -0.043 -0.045 0.007
H -1.038815 0.710068 -1.953680 -0.049 -0.021 0.085
H 6.439164 0.599856 1.822221 -0.063 -0.071 -0.079
C -8.344114 0.079064 0.925412 -0.281 -0.022 -0.217
H -9.000877 -0.913671 2.769374 0.050 -0.018 -0.033
O 4.931927 0.654839 0.399526 -0.157 0.086 0.265
C -0.880870 -0.971157 3.163748 0.117 0.444 0.522
N 0.217260 -0.287445 2.666557 -1.431 -2.342 -1.732
```
Forces are in eV/Å.

Here are the Mulliken charges for atoms 1 to 6, given in e: 0.216 -0.381 0.283 -0.651 0.259 -0.613

***

# 2
ORCA calculation (wB97M-V/def2-TZVPD) on a cluster of 3 separate species, C22H44N3O5PS in total.

Output
E_LUMO (alpha / beta) ... 0.0 / 0.0 eV
ΔE to the lowest compared entry with this formula, charge and spin ... 0.0 kJ/mol
2S+1 ... 3
M ... 493.651 Da

Structure (XYZ):
```
76
Properties=species:S:1:pos:R:3:forces:R:3
C 4.964126 -0.646866 2.468375 -0.085 0.002 0.008
O 4.782766 -2.656022 0.784395 -0.011 -0.199 0.240
N -6.283077 2.643675 -2.237697 0.388 0.473 0.175
C -7.813670 4.390132 -3.006269 0.005 0.093 -0.033
H -7.286113 5.352964 -0.448321 0.009 0.017 0.007
H 2.369499 -2.792525 0.995719 -0.051 0.069 0.269
N 0.160950 -1.266474 -0.110024 -0.388 0.006 0.183
H 4.000377 -0.669541 1.968198 0.012 0.001 -0.029
O 1.841682 0.004333 0.792141 0.537 0.522 -0.137
H -6.764111 1.368965 0.498136 -0.030 0.032 -0.013
C -4.417278 1.086376 -1.939743 0.180 -0.030 -0.120
S -2.295810 0.379779 1.199979 0.064 -0.154 0.129
H -4.311820 2.392073 0.521899 -0.008 -0.010 -0.015
C 6.117985 -0.890239 1.502585 0.145 -0.013 0.349
H 8.310083 -0.662253 1.660318 0.007 -0.007 -0.027
H -3.718697 1.708368 -2.493973 -0.075 0.052 -0.016
H -6.452658 3.525310 0.985952 -0.013 -0.024 -0.019
C 6.988529 -0.255429 -0.813324 0.022 -0.029 0.065
N 5.995823 -2.292369 0.970954 -0.223 0.450 -0.579
C -0.729324 -2.274633 0.452370 0.379 -0.166 -0.294
C -8.469485 3.032792 -1.058193 0.036 -0.067 -0.022
H -7.034744 4.940306 -3.526375 0.023 -0.033 -0.004
H -9.239225 3.793249 -0.921586 0.012 0.018 -0.028
C -6.332372 0.923394 -0.395472 -0.064 0.029 -0.058
H 7.569480 -1.956788 -2.024699 -0.006 0.004 -0.018
C 7.421648 -0.689369 2.282675 0.014 -0.074 -0.025
C -5.473129 1.906475 -1.212520 -0.124 -0.373 0.162
C -6.547525 4.659036 -0.858480 0.114 0.063 0.096
H 5.445501 -4.049570 -1.040990 -0.015 0.016 0.034
C -4.801702 2.931098 -0.292268 0.068 0.212 0.081
O -5.598735 3.020697 -3.252445 -0.150 -0.166 -0.123
H -1.148809 -2.897086 -0.347614 -0.056 0.177 0.150
H 7.547712 -1.474041 3.029893 -0.006 0.004 0.005
H 8.948637 -1.961169 0.259950 -0.014 0.028 0.025
H -7.139134 0.509844 -1.000932 0.017 -0.016 -0.012
H -4.013247 3.446070 -0.850439 -0.037 -0.051 -0.086
C 1.512500 -2.310961 1.478406 0.114 0.261 0.026
H -8.893098 2.227691 -1.659910 -0.003 0.005 -0.005
C -5.766986 3.976958 0.263793 -0.053 -0.053 -0.058
H -5.199499 4.727730 0.816666 -0.011 0.000 0.026
H 6.798502 0.411874 -1.655813 0.025 0.010 -0.005
H 4.965793 -1.390036 3.268048 0.021 0.001 -0.005
P -2.185743 -1.520188 1.311426 -0.131 0.064 -0.184
C 1.243840 -1.030823 0.712937 -0.386 -0.535 -0.011
C 6.916931 -2.724752 -0.135924 0.249 -0.218 0.121
H -3.828074 -2.972125 1.163862 -0.017 0.198 -0.109
H -3.855388 0.520257 -1.197263 -0.029 -0.013 0.005
H 6.202124 1.089742 0.693566 -0.004 0.014 -0.007
C 6.022412 0.078592 0.320561 -0.028 0.041 -0.164
H 5.839269 -1.807419 -1.750015 -0.020 -0.030 0.058
H 7.367316 0.266549 2.804073 -0.035 -0.001 0.002
C -7.274649 3.670469 -1.775849 -0.301 -0.113 -0.010
C 6.448292 -4.090508 -0.625803 -0.044 -0.039 -0.067
H -0.170875 -3.438983 2.303418 -0.025 0.109 -0.157
H 5.088681 0.341096 2.914220 0.019 -0.005 0.006
H 8.870481 -3.632979 -0.249148 -0.026 0.012 -0.032
O -3.424551 -2.288776 0.610699 0.014 -0.215 0.196
H -1.968418 -3.028708 2.908058 -0.027 0.278 -0.041
H -0.259046 -0.445744 -0.532394 0.022 -0.063 0.094
H 8.021297 -0.067670 -0.506748 0.003 -0.022 0.027
H 1.794944 -2.029758 2.496557 -0.094 -0.261 -0.100
H 6.454096 -4.818499 0.186764 0.016 0.009 0.006
O -2.195137 -2.089895 2.816466 -0.070 -0.192 0.144
H -5.703029 0.097304 -0.064146 0.039 0.029 0.007
H -8.232489 2.638232 -0.075821 0.028 -0.013 0.017
H -8.586083 5.093009 -2.689095 -0.001 -0.014 0.011
H 7.133037 -4.432617 -1.403361 0.010 0.007 0.015
C 0.227294 -3.139886 1.331882 0.315 -0.199 -0.274
H 4.996728 0.059922 -0.059894 -0.009 -0.058 0.038
H 0.447456 -4.058479 0.779658 -0.106 0.104 0.166
H -5.855435 5.250682 -1.465371 -0.004 -0.052 -0.050
H 8.400698 -3.202811 1.390947 -0.003 -0.022 -0.005
H -4.876939 0.386378 -2.640067 -0.041 0.020 0.018
C 8.367587 -2.875636 0.352101 -0.029 0.016 0.071
H -8.256204 3.681324 -3.707071 0.002 -0.009 0.010
C 6.818234 -1.701114 -1.272587 -0.054 0.094 -0.101
```
Forces are in eV/Å.

Here are the Mulliken charges for atoms 1 to 6, given in e: -1.532 -0.515 0.493 -1.832 0.405 0.051

***

# 3
ORCA calculation (wB97M-V/def2-TZVPD) on a cluster of 12 separate species, C22H44N8O28S4 in total at a distorted geometry.

Output
SMILES string ... C[N+](=O)[O-].C[N+](=O)[O-].C[N+](=O)[O-].C[N+](=O)[O-].C[N+](=O)[O-].C[N+](=O)[O-].O=S1(=O)OCCO1.O=S1(=O)OCCO1.O=S1(=O)OCCO1.O=S1(=O)OCCO1.c1cc[nH]c1.c1cc[nH]c1
E_LUMO ... -1.1 eV
M ... 996.890 Da

Structure (XYZ):
```
106
Properties=species:S:1:pos:R:3:forces:R:3
H -0.454664 0.980976 -4.291598 1.110 0.173 0.122
N 4.912626 -0.171279 -2.798469 -0.189 -0.542 0.703
N 0.727224 -5.025991 3.587009 1.027 1.870 0.568
H -5.038388 -1.547028 3.908641 0.153 -0.046 0.120
N -2.040956 -5.273042 -0.546809 -0.389 0.971 0.023
H 0.961145 0.387253 -6.019547 0.188 -0.113 -0.014
O -2.135891 0.166266 -6.766097 0.194 -0.012 0.165
C -4.787125 -0.559967 3.537631 -0.480 -0.091 -0.294
N 6.555617 -0.584460 2.748463 0.157 -0.581 0.779
C -1.403614 -0.544972 -0.050522 -0.665 0.414 -0.368
O -2.572899 -1.176761 3.639802 0.907 -1.008 -0.373
H -1.274613 4.948710 2.686548 -0.126 -0.034 0.124
C -1.630604 -6.669267 -0.322344 0.215 -0.892 -0.333
C -3.277977 4.199069 0.215826 -1.741 -0.525 0.812
S 0.982628 0.083125 0.358670 -2.067 -2.706 0.094
C -1.965353 4.496034 1.995606 -0.986 0.332 0.758
O -0.791977 5.273574 -1.694936 -0.171 1.864 -0.566
H 1.356923 -3.173787 2.715444 0.166 0.055 0.193
C -0.888252 -1.586829 0.918405 0.435 -1.475 0.090
C 6.152444 0.372589 1.862553 -0.308 0.695 0.898
O -2.446837 -2.192223 -6.191570 0.203 -0.198 0.158
C -4.159020 -2.367375 -0.882862 -0.183 0.484 -1.367
O 2.196172 -3.706050 -1.145160 -0.212 -0.037 0.017
C -0.182591 -0.076281 -4.290620 -0.702 0.141 -0.265
H -2.610307 6.218046 0.749626 -0.184 -0.015 -0.100
H 7.483497 -0.857364 3.012953 0.263 0.263 -0.402
H 1.897046 -4.666406 1.835859 0.095 -0.071 0.109
C 0.696671 -0.531527 -5.484333 -0.331 2.708 -0.084
H 3.931521 0.343365 -1.063923 -0.075 0.287 0.073
H -1.461006 -0.914591 -1.084293 0.583 0.207 0.093
C 2.135848 6.172012 -0.184630 0.306 -0.931 -0.367
H 1.701720 5.489154 -0.922944 0.285 0.099 0.152
H -4.982464 -3.322172 0.850426 -0.437 0.341 0.479
H -1.446080 -1.698768 1.852733 0.366 0.704 0.024
O 0.503445 -1.279629 1.156456 0.302 1.422 0.214
N -3.355668 -0.278644 3.794774 -1.535 -0.777 0.167
H -1.122174 -6.795720 0.627282 -0.021 0.447 0.126
N -0.701752 4.101089 -1.482522 -1.146 -0.340 -0.831
H -1.236901 3.101064 -3.291823 0.007 0.847 -0.062
O 0.033570 3.611729 -0.689360 1.366 -0.976 1.298
H -4.951180 -0.544642 2.462975 0.118 0.065 0.030
N 3.217428 -3.047961 -1.218434 -0.441 -0.042 0.973
H 0.184852 -4.213649 1.828639 0.315 0.306 -0.358
H 3.379185 -1.514840 0.244728 -0.094 0.074 -0.033
H -5.366320 0.219540 4.013800 -0.025 0.030 0.048
H -2.475366 -7.344517 -0.390767 -0.220 0.260 -0.070
H 2.746918 6.939945 -0.659919 -0.557 0.210 0.005
O -0.032432 -5.930507 3.397868 -0.653 -1.175 -0.356
C 3.770544 -2.505175 0.067948 0.260 -0.646 -0.552
C -2.366396 3.190175 1.988847 0.029 -0.172 -0.120
H -2.617629 3.431547 -2.190883 -0.067 0.447 0.023
H -2.401543 -0.134689 0.136615 0.182 -0.277 0.394
H -4.222286 -2.901019 -1.826564 0.092 -0.514 0.330
H 1.647891 -0.959054 -5.184371 -0.393 -1.068 -0.183
C -5.329715 -2.652149 0.071559 0.346 0.379 -1.739
C -1.571282 3.199080 -2.259127 0.544 -1.983 -0.447
O 3.829072 -2.828649 -2.223024 0.410 0.188 -0.780
O 1.490053 -0.416841 -0.882168 0.395 0.747 -0.109
S 2.545834 4.983752 2.030298 -1.687 0.323 -0.766
H -2.138251 2.398093 2.680312 0.100 -0.091 -0.131
H 6.840453 1.050736 1.389710 0.173 -0.167 -0.128
C 4.931887 0.490138 -1.453344 -0.387 -0.343 -0.431
O -0.532955 0.580652 0.108158 1.124 0.625 0.037
H 0.063790 6.657328 0.386771 0.062 0.041 -0.183
H 5.648820 -0.021563 -0.826591 0.304 0.205 -0.082
O 3.206957 5.646123 3.097197 0.280 0.046 -0.229
O -4.297576 -0.984179 -1.322610 -0.598 0.739 0.507
H -3.161189 -2.473917 -0.467560 -0.112 -0.044 0.222
O -5.086253 1.001234 -0.119195 -0.479 -0.246 0.204
S -5.559070 -0.229274 -0.652058 1.430 -2.359 -0.528
C 4.360511 -0.514106 2.897375 -0.109 -0.113 1.050
S -1.705270 -0.995517 -6.062777 0.361 0.650 0.407
O -6.676040 -0.310921 -1.520798 0.002 0.348 0.294
C 1.111554 -4.174240 2.398447 -1.033 -0.718 -0.013
O 1.049566 5.650959 1.838943 1.344 -0.274 0.043
H 1.396511 7.619436 1.150135 -0.468 -0.180 0.476
O 3.830411 -0.266296 -3.329288 -0.394 0.366 -0.552
H 5.644333 -1.917788 4.117662 -0.169 -0.054 0.133
O 5.936268 -0.645457 -3.224092 0.487 0.145 -0.194
O -1.243899 -4.407313 -0.203449 -0.602 -0.812 -0.336
O 1.740917 0.899170 1.221766 -0.352 0.209 -0.274
N -3.220242 3.013626 0.924774 1.108 0.306 -0.344
H -3.850866 4.191811 -0.695869 -0.206 0.428 0.091
O -1.497310 -0.635746 -4.511546 -0.152 -1.142 -0.223
H 3.465641 -3.217214 0.821474 0.061 0.164 0.281
H -6.185452 -3.035054 -0.489404 0.162 -0.369 0.236
O 3.125199 5.439422 0.604126 -0.461 0.104 0.685
H -0.858039 -2.592788 0.492010 -0.256 0.567 -0.233
O -5.697777 -1.348171 0.513418 -0.348 1.156 1.064
C 5.484537 -1.101498 3.438319 -0.044 -0.034 -1.408
O 1.143888 -4.672750 4.674972 0.068 -0.301 -0.215
O -3.123395 -5.031357 -1.076290 0.986 -0.594 0.559
H 0.232546 -0.419098 -3.346553 -0.323 0.020 0.145
O -0.158978 -1.247158 -6.360722 0.005 -1.193 -0.049
C 1.066429 6.632357 0.800002 0.756 0.492 0.026
H -0.925226 -6.909775 -1.118723 -0.021 0.105 0.005
H 3.338489 -0.756529 3.145093 0.018 0.192 0.169
O -3.099799 0.811685 4.183123 0.767 1.843 0.513
C -2.736004 5.176705 1.003097 1.943 -0.096 -1.012
H 4.843869 -2.494289 -0.092422 0.049 0.157 0.301
H 4.158140 1.275524 1.616936 0.039 -0.125 -0.269
H -1.361941 2.200603 -1.874756 -0.342 0.096 0.374
H 5.142920 1.537673 -1.639754 0.138 0.060 0.247
O 2.375019 3.575272 2.032682 0.243 0.096 0.181
C 4.791736 0.504032 2.025259 -0.019 -0.071 -0.788
H -3.553469 2.135148 0.567674 -0.070 0.061 0.147
```
Forces are in eV/Å.

Here are the Mulliken charges for atoms 1 to 6, given in e: -0.018 0.990 1.018 0.294 0.842 0.317